Record 1
Entry from the OMol25 dataset: a molecular structure, C26H69N7O12V in a non-equilibrium geometry (ωB97M-V with the def2-TZVPD basis set).

Last column: Löwdin charge in e.
Positions of all 115 atoms, in Å:
O (4.1374, 1.9401, 2.2996)  -0.306
V (4.3889, 2.2661, 0.7240)  1.247
C (3.5980, 3.7776, -2.9485)  -0.097
C (4.5601, 2.6456, -2.5756)  -0.420
O (5.1962, 2.7983, -1.3337)  -0.381
H (4.0396, 4.7661, -3.0744)  0.069
H (2.7450, 3.8974, -2.2806)  0.048
H (3.1064, 3.5914, -3.9033)  0.064
H (5.3251, 2.5551, -3.3469)  0.097
H (3.9879, 1.7180, -2.5820)  0.073
C (0.8223, 0.8780, -1.3705)  -0.101
C (0.8734, 1.8852, -0.2345)  -0.408
O (2.1678, 2.0665, 0.2570)  -0.349
H (1.0129, -0.1527, -1.0715)  0.046
H (1.5849, 1.2412, -2.0594)  0.066
H (-0.1320, 0.8561, -1.8968)  0.076
H (0.1762, 1.5638, 0.5393)  0.086
H (0.5802, 2.8193, -0.7136)  0.069
C (0.5945, 6.4024, -0.2644)  -0.802
O (0.4810, 7.6009, -0.2512)  0.047
N (-0.2619, 5.5715, -0.8433)  0.165
N (1.5997, 5.7653, 0.2310)  0.175
H (-0.0943, 4.5763, -0.8034)  0.068
H (-0.9835, 6.0569, -1.3569)  0.113
H (2.3590, 6.3745, 0.5001)  0.127
H (1.3909, 4.8253, 0.5357)  0.098
C (4.6706, -0.9531, -0.2491)  -0.720
O (4.8636, 0.1134, 0.3071)  -0.018
N (5.5991, -1.8119, -0.4949)  0.205
N (3.5248, -1.3270, -0.7508)  0.213
H (5.3646, -2.6311, -1.0372)  0.126
H (6.5557, -1.5934, -0.2557)  0.139
H (3.5633, -2.1868, -1.2793)  0.122
H (2.7799, -0.6621, -0.5987)  0.094
C (-3.5078, -1.4380, -1.1090)  -0.059
C (-2.5489, -0.8378, 0.0018)  -0.289
O (-3.1430, -1.0154, 1.2628)  -0.101
H (-4.4412, -0.8894, -1.2353)  0.070
H (-3.8212, -2.4427, -0.8252)  0.071
H (-3.0686, -1.5084, -2.1042)  0.042
H (-2.4616, 0.2387, -0.1451)  0.097
H (-1.5963, -1.3662, 0.0404)  0.092
H (-3.9958, -0.5803, 1.1914)  0.083
C (-3.9643, 5.1813, 0.2617)  -0.096
O (-3.8397, 3.8161, 0.6949)  -0.169
C (-2.5162, 3.4597, 1.0540)  -0.227
C (-2.4282, 2.5822, 2.3281)  -0.199
N (-2.8898, 3.3939, 3.4088)  -0.068
C (-2.8866, 2.7443, 4.6716)  -0.216
C (-4.0850, 3.2156, 5.5833)  -0.186
O (-5.3326, 2.8551, 4.9989)  -0.188
C (-5.7153, 1.4997, 5.1902)  -0.108
H (-4.1307, 5.9239, 1.0422)  0.086
H (-4.9224, 5.2651, -0.2511)  0.081
H (-3.2046, 5.5809, -0.4101)  0.068
H (-1.8499, 4.3206, 1.1078)  0.106
H (-2.0803, 2.8951, 0.2298)  0.095
H (-1.3700, 2.3539, 2.4551)  0.110
H (-2.9587, 1.6331, 2.2524)  0.106
H (-3.8391, 3.6927, 3.2363)  0.109
H (-1.9516, 2.9819, 5.1788)  0.113
H (-2.8464, 1.6583, 4.5870)  0.100
H (-4.1460, 4.2874, 5.7725)  0.122
H (-3.8833, 2.8168, 6.5775)  0.110
H (-5.5141, 1.1261, 6.1942)  0.082
H (-5.0524, 0.8208, 4.6537)  0.070
H (-6.7491, 1.2878, 4.9174)  0.089
C (3.0976, -2.6550, -6.3368)  -0.087
O (3.0625, -2.6590, -4.8705)  -0.215
C (2.7462, -1.3170, -4.3135)  -0.180
C (1.3360, -1.1205, -3.8629)  -0.220
N (0.3842, -1.9554, -4.6305)  -0.033
C (-0.8870, -2.1909, -3.9728)  -0.200
C (-0.8210, -3.4217, -3.0715)  -0.195
O (-0.5124, -4.6956, -3.6593)  -0.168
C (-1.0141, -5.8543, -3.1005)  -0.126
H (3.3084, -3.6652, -6.6878)  0.083
H (3.9524, -2.0320, -6.6001)  0.078
H (2.2063, -2.2662, -6.8292)  0.082
H (3.0501, -0.5770, -5.0538)  0.118
H (3.2726, -1.1723, -3.3700)  0.091
H (1.1562, -0.0459, -3.8341)  0.109
H (1.3557, -1.4014, -2.8099)  0.074
H (0.8019, -2.8745, -4.6602)  0.086
H (-1.7058, -2.3396, -4.6768)  0.116
H (-1.1253, -1.2778, -3.4272)  0.105
H (-1.6975, -3.4463, -2.4241)  0.104
H (-0.0404, -3.1828, -2.3491)  0.109
H (-0.4819, -5.9689, -2.1562)  0.064
H (-0.9205, -6.7927, -3.6471)  0.092
H (-2.0618, -5.8181, -2.8021)  0.086
C (2.5156, -1.9994, 2.6936)  -0.098
O (1.8434, -0.8381, 3.1922)  -0.177
C (0.4082, -0.7086, 2.9686)  -0.175
C (-0.4536, -1.6012, 3.9203)  -0.186
N (-0.4403, -3.0266, 3.6330)  -0.051
C (-1.0586, -3.4556, 2.3626)  -0.210
C (-0.8866, -4.9782, 2.2363)  -0.212
O (0.4722, -5.5119, 2.1423)  -0.170
C (0.8929, -5.3765, 0.7521)  -0.095
H (2.3853, -2.9218, 3.2596)  0.074
H (3.5864, -1.8307, 2.5790)  0.082
H (2.1422, -2.1764, 1.6850)  0.065
H (-0.0342, -0.8523, 1.9828)  0.090
H (0.2847, 0.3715, 3.0466)  0.108
H (-1.4914, -1.2778, 3.8388)  0.106
H (-0.1110, -1.4753, 4.9473)  0.115
H (0.4650, -3.4574, 3.7549)  0.086
H (-0.5330, -3.1118, 1.4717)  0.082
H (-2.1169, -3.1975, 2.3236)  0.118
H (-1.5132, -5.3093, 1.4081)  0.111
H (-1.4496, -5.2683, 3.1234)  0.117
H (1.9038, -5.7838, 0.7351)  0.086
H (0.9874, -4.3379, 0.4352)  0.064
H (0.3027, -5.9326, 0.0238)  0.067

Forces on the atoms, in the same order (eV/Å):
O 1.53 1.59 -3.58
V -3.93 -3.41 -0.70
C -0.45 0.24 -0.32
C -0.22 0.43 0.53
O -0.98 -0.20 3.11
H 0.41 -0.10 0.28
H 0.21 -0.17 0.56
H 0.18 -0.36 -0.33
H 0.14 0.03 -0.20
H -0.22 -0.36 -0.11
C 0.23 0.26 -0.15
C 1.18 -0.32 -0.34
O 2.44 0.27 0.65
H 0.11 0.05 0.21
H 0.10 -0.41 -0.27
H -0.19 0.17 0.04
H -0.18 0.33 0.38
H -0.60 0.36 0.18
C -1.24 1.31 -0.90
O -0.32 1.88 -0.34
N -2.22 -0.49 -0.99
N 3.33 -1.55 1.81
H -0.52 0.35 -0.58
H -0.16 -0.81 0.04
H -0.01 -0.75 0.63
H 1.20 0.02 0.27
C -0.79 1.20 -0.50
O 0.54 2.90 1.56
N 3.58 -2.29 -0.14
N -1.98 0.01 -0.21
H 0.66 0.13 0.27
H -0.20 -0.24 -0.15
H -1.25 0.47 -0.01
H -0.49 -0.49 -0.48
C 0.65 0.01 0.52
C -1.49 -0.45 -1.27
O -0.21 -0.22 0.60
H 0.10 0.41 0.25
H 0.23 -0.13 0.14
H 0.25 0.14 0.07
H 0.64 0.05 -0.40
H 0.07 0.23 -0.23
H -0.23 0.02 0.35
C -1.36 0.00 -0.08
O 0.29 1.20 0.11
C 0.58 -1.09 -0.30
C 0.06 1.46 -1.14
N -0.61 0.54 0.09
C -0.20 0.74 1.71
C 0.92 -0.73 -0.82
O -0.43 -0.31 0.63
C 1.15 -0.55 0.13
H 0.64 -0.29 0.74
H 0.03 -0.42 -0.40
H 0.35 -0.54 0.05
H -0.25 0.27 0.60
H -0.03 -0.41 -0.35
H 0.18 -0.08 0.09
H -0.23 -0.26 -0.30
H -0.14 0.04 -0.42
H 0.13 0.12 0.38
H -0.51 -0.41 0.00
H 0.30 0.14 -0.64
H -0.51 -0.59 0.17
H -0.43 0.54 0.63
H -0.05 0.00 -0.80
H 0.11 0.52 -0.07
C 0.72 0.34 1.14
O -0.83 1.21 -0.12
C 0.99 -1.14 -1.16
C -1.04 -1.22 0.02
N 0.52 0.60 -0.12
C -0.18 -0.57 -0.43
C 0.06 -0.05 1.74
O -0.08 1.69 -2.23
C -0.39 -0.19 2.25
H -0.16 -0.03 0.31
H 0.02 0.10 -0.34
H -0.22 -0.03 0.38
H 0.11 0.06 0.04
H 0.94 -0.11 -0.49
H -0.53 -0.06 -0.50
H -0.47 -0.26 0.38
H 0.53 -0.05 -0.54
H 0.10 0.10 -0.41
H -0.26 -0.27 0.53
H -0.53 -0.43 -0.28
H 0.55 -0.22 0.24
H 0.10 -0.59 0.35
H 0.53 0.58 -0.72
H -0.39 0.43 -0.24
C -0.79 0.40 -0.77
O -0.45 -0.69 -0.41
C 0.25 -0.18 0.94
C 0.75 0.47 -0.43
N -0.70 -0.15 -0.66
C 2.04 -0.77 0.16
C -0.98 0.31 0.74
O -1.78 1.12 -1.41
C 0.98 -0.26 1.22
H -0.15 0.11 0.34
H -0.02 0.47 0.36
H -0.06 -0.31 -0.25
H 0.97 -0.69 -0.81
H -0.33 0.01 0.84
H -0.08 0.21 0.08
H -0.06 0.15 0.04
H -0.02 0.09 -0.08
H -0.10 1.02 -0.26
H 0.09 0.06 -0.01
H 0.29 -0.21 -0.39
H 0.84 -1.13 0.36
H 0.00 -0.08 -0.05
H -0.29 0.19 0.08
H -0.40 -0.06 0.30

## Properties
⟨S²⟩   0.804
Electronic energy   -88761.080 eV
Multiplicity   2
HOMO-LUMO gap (spin up / spin down)   6.73 / 7.33 eV



Record 2
Entry from the OMol25 dataset: 10 unconnected molecules or ions with the total composition C26H70Br8O24P6 in a non-equilibrium geometry (ωB97M-V with the def2-TZVPD basis set).

Last column: Löwdin charge in e.
Positions of all 134 atoms, in Å:
Br (4.6941, 2.7753, 0.0177)  0.717
C (3.5226, 1.5126, -0.9004)  -0.711
C (4.1898, 0.1828, -1.1619)  -0.654
Br (5.4609, 0.3106, -2.6811)  0.658
H (3.2514, 1.9336, -1.8665)  0.023
H (2.6664, 1.4308, -0.2391)  -0.002
H (3.4465, -0.5690, -1.4162)  0.003
H (4.7032, -0.1666, -0.2681)  0.045
Br (0.0510, 2.4412, -0.9942)  0.737
C (-0.8193, 0.7731, -0.4392)  -0.623
C (-0.8936, -0.1906, -1.6056)  -0.622
Br (0.8231, -0.4385, -2.5568)  0.713
H (-1.8455, 1.0007, -0.1531)  0.043
H (-0.3528, 0.3762, 0.4576)  0.041
H (-1.5974, 0.1737, -2.3535)  0.047
H (-1.2597, -1.1853, -1.3471)  -0.007
Br (-2.6733, -3.7183, -1.6709)  0.674
C (-4.2068, -2.6714, -2.3642)  -0.673
C (-5.0766, -3.4869, -3.3066)  -0.693
Br (-6.6959, -2.4949, -3.6953)  0.651
H (-3.8411, -1.7407, -2.7951)  0.056
H (-4.7343, -2.2986, -1.4867)  0.019
H (-5.3634, -4.4595, -2.9253)  0.052
H (-4.5049, -3.5945, -4.2246)  0.058
Br (-0.0656, 0.3613, -6.4481)  0.553
C (-0.7542, 2.2071, -6.0670)  -0.674
C (-0.4015, 2.6111, -4.6710)  -0.692
Br (-1.1408, 4.4423, -4.4468)  0.599
H (-1.8223, 2.1244, -6.2485)  0.048
H (-0.4105, 2.8607, -6.8651)  0.051
H (0.6427, 2.5826, -4.3837)  0.051
H (-0.9720, 1.9873, -3.9879)  0.014
C (4.8006, 6.9099, -4.4407)  -0.093
O (5.0789, 6.6268, -3.0663)  -0.211
P (4.0344, 6.9814, -1.9119)  0.402
O (4.5698, 6.7634, -0.5611)  -0.227
O (3.5447, 8.4599, -2.2647)  -0.212
C (4.0414, 9.5746, -1.5686)  -0.121
O (2.7293, 6.1358, -2.3194)  -0.203
C (2.4557, 4.8938, -1.7013)  -0.158
H (5.6278, 7.4333, -4.9165)  0.087
H (3.9200, 7.5387, -4.5721)  0.083
H (4.6515, 5.9378, -4.9083)  0.090
H (5.0003, 9.3553, -1.0833)  0.086
H (3.3533, 9.8728, -0.7738)  0.091
H (4.2813, 10.4825, -2.1271)  0.087
H (3.0408, 4.6672, -0.8052)  0.010
H (2.7127, 4.0830, -2.3881)  0.078
H (1.4117, 4.8189, -1.4019)  0.033
C (1.1832, -0.5235, 4.1141)  -0.099
O (2.4085, -1.0761, 3.6690)  -0.202
P (3.0137, -0.6232, 2.2613)  0.385
O (2.0609, -0.6025, 1.1453)  -0.224
O (4.3182, -1.5091, 2.0444)  -0.213
C (4.2821, -2.9459, 2.0558)  -0.058
O (3.6360, 0.8232, 2.5229)  -0.254
C (4.6526, 1.1704, 3.4501)  -0.096
H (0.3990, -1.2794, 4.1225)  0.083
H (0.9096, 0.3428, 3.5081)  0.075
H (1.2385, -0.1486, 5.1398)  0.090
H (4.4929, -3.2521, 1.0291)  0.078
H (3.3166, -3.3094, 2.4076)  0.081
H (5.0588, -3.3520, 2.7018)  0.092
H (5.5046, 1.5855, 2.9126)  0.073
H (5.0000, 0.2972, 4.0058)  0.090
H (4.2439, 1.9199, 4.1263)  0.090
C (-7.5395, -0.6059, 4.1352)  -0.107
O (-7.2153, 0.2438, 3.0524)  -0.217
P (-7.5056, -0.1676, 1.5285)  0.381
O (-8.9238, -0.1640, 1.1597)  -0.219
O (-6.7989, -1.6096, 1.4460)  -0.222
C (-7.2155, -2.4914, 0.4183)  -0.108
O (-6.5572, 0.7749, 0.6773)  -0.199
C (-5.1345, 0.7798, 0.8932)  -0.086
H (-8.0326, -1.5359, 3.8520)  0.088
H (-8.2206, -0.1002, 4.8196)  0.090
H (-6.6501, -0.8623, 4.7103)  0.088
H (-7.7025, -3.3615, 0.8632)  0.094
H (-6.3368, -2.8788, -0.1034)  0.065
H (-7.8831, -2.1017, -0.3496)  0.082
H (-4.8524, 1.7957, 1.1512)  0.083
H (-4.6583, 0.4160, -0.0163)  0.082
H (-4.7896, 0.1130, 1.6842)  0.085
C (-1.3048, 4.5812, 1.8381)  -0.083
O (-0.9251, 3.8255, 2.9987)  -0.225
P (-1.7113, 2.5016, 3.4113)  0.391
O (-2.0533, 1.5400, 2.3653)  -0.224
O (-0.8577, 1.8819, 4.6030)  -0.220
C (-0.1390, 2.7617, 5.4905)  -0.074
O (-3.0032, 3.1641, 4.1220)  -0.222
C (-4.1915, 2.4513, 4.4288)  -0.095
H (-0.4621, 4.6772, 1.1550)  0.060
H (-1.5347, 5.5739, 2.2188)  0.094
H (-2.1094, 4.1178, 1.2704)  0.084
H (-0.3419, 3.8136, 5.3237)  0.087
H (0.9139, 2.4944, 5.3939)  0.084
H (-0.3786, 2.4968, 6.5218)  0.093
H (-4.9259, 2.5588, 3.6369)  0.080
H (-4.5905, 2.8226, 5.3713)  0.090
H (-3.9700, 1.3874, 4.5601)  0.090
C (-2.2465, -6.5189, 1.8538)  -0.103
O (-1.3921, -6.0831, 2.9000)  -0.204
P (-0.3860, -4.8617, 2.6698)  0.392
O (0.4559, -4.4307, 3.7882)  -0.213
O (0.4384, -5.2945, 1.3381)  -0.253
C (1.3784, -6.3541, 1.5040)  -0.104
O (-1.3667, -3.7766, 2.0582)  -0.214
C (-0.8446, -2.5660, 1.5007)  -0.086
H (-2.1171, -7.5958, 1.7681)  0.093
H (-2.1474, -5.9785, 0.9117)  0.069
H (-3.2964, -6.3380, 2.1059)  0.092
H (2.3858, -6.0187, 1.2688)  0.089
H (1.1672, -7.1849, 0.8221)  0.090
H (1.3041, -6.8384, 2.4801)  0.089
H (0.2003, -2.6886, 1.2056)  0.073
H (-0.7332, -1.8086, 2.2822)  0.077
H (-1.4649, -2.1654, 0.7088)  0.049
C (3.4720, -1.9737, -4.5191)  -0.138
O (3.9312, -2.3606, -3.2254)  -0.283
P (3.6369, -3.8348, -2.7061)  0.391
O (4.3333, -4.2675, -1.4891)  -0.226
O (2.0272, -3.8576, -2.5830)  -0.234
C (1.4322, -3.8263, -1.2812)  -0.113
O (3.9502, -4.7393, -3.9830)  -0.222
C (3.6692, -6.1387, -3.9478)  -0.087
H (2.9021, -1.0512, -4.4275)  0.036
H (2.8766, -2.7346, -5.0186)  0.088
H (4.3084, -1.7126, -5.1682)  0.088
H (1.2141, -4.8551, -0.9924)  0.078
H (0.5140, -3.2474, -1.3318)  0.039
H (2.1188, -3.4253, -0.5357)  0.078
H (2.9671, -6.4045, -4.7392)  0.090
H (3.2916, -6.4766, -2.9830)  0.086
H (4.6278, -6.6103, -4.1781)  0.093

Forces on the atoms, in the same order (eV/Å):
Br 0.21 -0.10 -0.19
C 0.29 -0.11 -0.30
C 0.07 0.06 0.30
Br -0.35 0.09 0.73
H -0.17 0.31 0.23
H -0.02 -0.29 -0.13
H 0.05 0.08 -0.24
H 0.35 -0.03 -0.27
Br -0.49 -0.28 0.44
C -0.32 -0.33 -0.20
C 0.21 0.09 -0.51
Br -0.64 -0.18 0.33
H 0.06 0.33 -0.01
H 0.53 0.12 -0.21
H 0.22 0.19 -0.12
H 0.32 0.05 0.33
Br -0.51 0.32 -0.39
C -0.26 0.38 0.84
C 0.87 0.41 -0.01
Br 0.07 -0.01 0.00
H 0.34 -0.38 -0.50
H -0.14 -0.55 0.11
H 0.02 0.05 0.16
H -0.34 -0.21 -0.19
Br -0.18 0.79 0.17
C 0.07 -0.64 -1.01
C -1.01 0.15 0.15
Br 0.42 -0.50 0.09
H -0.06 -0.08 0.45
H 0.55 -0.08 0.21
H 0.08 0.23 -0.25
H 0.16 0.12 0.20
C -0.32 -0.32 -0.15
O 0.07 0.57 0.53
P -0.03 -0.51 -0.10
O -0.25 0.16 -0.73
O -0.32 -0.36 -0.64
C 1.10 0.76 1.72
O 0.46 1.09 0.31
C 0.25 -1.19 0.45
H 0.25 -0.14 0.29
H -0.10 -0.14 0.13
H -0.07 0.17 -0.29
H -0.22 -0.29 0.07
H -0.09 -0.16 -0.12
H -0.58 -0.50 -0.92
H 0.09 0.67 -0.11
H -0.27 0.11 -0.19
H -0.12 0.33 -0.36
C -0.77 0.66 0.21
O 0.90 -0.46 -0.33
P 0.83 0.66 0.38
O -0.15 -0.05 0.16
O -0.53 0.48 0.90
C -0.07 -0.23 -0.55
O -0.71 -0.59 -0.75
C 0.27 -0.28 0.24
H 0.08 -0.03 -0.30
H -0.23 -0.23 -0.13
H 0.55 -0.21 -0.02
H -0.22 -0.25 0.10
H -0.03 -0.06 -0.10
H 0.04 0.35 0.12
H -0.14 0.04 -0.11
H -0.11 0.05 0.07
H 0.07 -0.04 0.04
C -0.43 -0.45 0.84
O 0.50 0.08 -1.01
P -0.22 -0.32 0.70
O 0.64 0.15 -0.22
O -0.30 0.65 0.05
C 0.11 -1.34 -0.54
O -0.42 -0.18 0.51
C 0.14 -0.20 0.07
H 0.08 0.05 -0.35
H -0.01 0.24 -0.18
H 0.20 0.07 -0.25
H -0.08 0.14 0.11
H 0.11 0.17 0.15
H -0.04 0.53 0.33
H 0.19 0.00 -0.21
H 0.01 0.36 -0.14
H -0.37 0.03 0.18
C 0.26 0.42 -0.04
O 0.03 -1.19 0.14
P -0.87 1.01 0.65
O 0.11 -0.24 -0.10
O -0.20 0.64 -0.63
C 0.42 -0.77 0.71
O 0.86 0.28 -0.36
C 0.13 -0.82 0.19
H 0.17 -0.23 0.22
H -0.40 -0.01 -0.26
H -0.20 0.06 0.25
H 0.09 -0.02 -0.18
H 0.05 0.46 -0.30
H -0.41 0.04 -0.12
H -0.06 0.09 -0.09
H 0.04 0.17 -0.10
H -0.12 0.04 -0.06
C -1.08 -0.17 -0.23
O 0.77 0.91 0.52
P -0.12 0.01 -1.12
O -0.44 -0.53 -0.16
O -0.39 0.11 0.73
C 0.12 -0.99 -0.22
O -0.19 -0.07 -0.27
C 1.31 0.65 1.02
H 0.13 0.07 -0.34
H 0.67 -0.19 0.01
H 0.18 -0.01 0.47
H 0.02 0.22 0.31
H -0.28 0.37 -0.31
H 0.28 0.47 0.22
H -0.18 -0.20 -0.60
H -0.54 -0.03 0.05
H -0.19 -0.43 -0.10
C -0.06 0.71 -0.64
O 0.27 -1.13 0.17
P -0.63 -0.02 -0.15
O -0.16 0.50 -0.08
O 0.84 -0.12 -0.32
C 0.15 -0.59 0.23
O -0.63 0.78 0.27
C 0.59 -0.30 -0.33
H -0.21 -0.09 0.18
H -0.07 -0.06 0.20
H 0.25 -0.28 0.23
H -0.17 0.09 0.02
H 0.07 0.07 -0.06
H -0.10 0.23 -0.04
H -0.09 0.23 0.10
H 0.07 0.09 0.01
H -0.23 -0.26 0.23

## Properties
SMILES string   COP(=O)(OC)OC.COP(=O)(OC)OC.COP(=O)(OC)OC.COP(=O)(OC)OC.COP(=O)(OC)OC.COP(=O)(OC)OC.BrCCBr.BrCCBr.BrCCBr.BrCCBr
Electronic energy   -693324.716 eV
HOMO-LUMO gap   9.48 eV